Density functional theory data (wB97M-V/def2-TZVPD) for a 2-piece molecular cluster, C31H36NO overall.

Values from the calculation:
electronic energy	-36269.6517	eV
net charge	-1
HOMO energy	-0.119	Ha

Positions of all 69 atoms, in Å:
O -0.648 1.482 4.186
N 0.568 -0.651 -1.570
C 1.117 0.361 -1.791
C 0.746 5.187 -2.147
C 4.204 -2.200 -0.452
C 1.687 -2.176 3.595
C 0.774 -1.010 3.965
C -1.721 3.753 2.613
C -0.676 -1.468 3.783
C 3.386 -1.109 -0.191
C -0.587 5.089 -1.759
C 0.997 -0.703 5.450
C -0.230 3.966 2.855
C 1.044 0.241 3.084
C 0.239 5.122 1.984
C 0.262 1.457 3.307
C -1.157 3.841 -1.498
C 2.172 1.380 1.236
C 5.586 -2.038 -0.480
C 1.535 4.050 -2.273
C 0.533 2.667 2.521
C -0.018 4.366 4.316
C 1.994 0.264 2.104
C 1.000 2.773 -1.928
C -0.378 2.688 -1.589
C 3.930 0.194 -0.068
C 3.007 1.309 0.092
C 1.452 2.589 1.511
C 5.331 0.348 -0.146
C 6.144 -0.759 -0.337
C 6.452 -3.246 -0.639
C 1.828 1.569 -1.951
C 2.988 1.499 -2.900
H -2.264 4.679 2.824
H 3.726 0.831 -2.450
H 6.247 -3.983 0.151
H 1.186 6.158 -2.414
H 2.735 -1.916 3.781
H 1.440 -3.051 4.211
H -0.822 1.699 -1.425
H 6.236 -3.728 -1.601
H -1.206 5.974 -1.730
H 3.269 2.260 -0.372
H -0.392 3.584 4.978
H 5.744 1.358 -0.060
H 1.308 5.301 2.142
H 1.651 3.442 0.846
H 2.607 -0.627 1.957
H 2.035 -0.390 5.614
H 2.573 4.124 -2.628
H -1.349 -0.669 4.109
H -0.850 -1.688 2.724
H 2.305 -1.257 -0.172
H -0.853 -2.374 4.379
H 7.516 -2.984 -0.608
H 3.439 2.454 -3.081
H 7.227 -0.624 -0.337
H 1.046 4.527 4.513
H -0.559 5.295 4.520
H -1.889 3.464 1.569
H 0.801 -1.609 6.040
H -2.082 2.958 3.269
H 2.673 1.034 -3.850
H -0.307 6.038 2.251
H 1.549 -2.452 2.543
H 0.318 0.094 5.770
H 3.773 -3.199 -0.580
H 0.043 4.909 0.927
H -2.217 3.732 -1.282